(1)
Entry from the OMol25 dataset: a structure of composition C36H47As3P2PtS2 (ωB97M-V/def2-TZVPD).

```
91
Properties=species:S:1:pos:R:3:forces:R:3
Pt 0.4827 -0.2449 -0.4004 3.22 0.40 0.38
S -2.2429 -2.0278 0.3567 -0.34 -0.03 0.15
P -2.4881 -0.0417 0.3403 0.11 -0.26 0.42
C -0.9902 0.7536 0.7974 -1.31 -0.14 -1.47
P -0.6233 2.3957 0.3495 -0.92 -0.33 0.43
S 1.3741 2.5618 0.3715 0.03 -0.55 -0.20
C -1.1419 3.0974 -1.2703 -0.04 -0.01 0.02
C -0.4082 2.7965 -2.4156 -0.16 0.05 -0.04
C -0.7216 3.3895 -3.6277 0.01 -0.07 -0.04
C -1.7776 4.2892 -3.7117 -0.03 0.00 0.02
C -2.5282 4.5768 -2.5827 -0.02 -0.03 0.02
C -2.2140 3.9810 -1.3661 0.01 -0.08 -0.06
C -1.3403 3.6369 1.4858 0.28 0.02 0.09
C -2.4196 3.3447 2.3093 0.02 -0.02 -0.02
C -2.9408 4.3173 3.1562 0.00 0.01 -0.02
C -2.3779 5.5830 3.1899 0.01 0.02 -0.01
C -1.2874 5.8780 2.3788 0.04 -0.05 -0.06
C -0.7708 4.9095 1.5315 -0.08 0.01 0.04
C -3.7147 0.2564 1.6849 -0.02 0.01 0.04
C -3.1600 0.0048 2.9493 -0.14 0.05 0.01
C -3.8999 0.1887 4.1045 0.04 -0.02 -0.10
C -5.2175 0.6277 4.0257 0.01 0.01 0.07
C -5.7835 0.8599 2.7861 -0.03 0.02 -0.02
C -5.0418 0.6703 1.6225 0.09 -0.12 0.11
C -3.2264 0.3093 -1.3232 0.03 0.12 0.05
C -4.3715 1.0565 -1.5788 0.17 0.17 -0.04
C -4.8891 1.1618 -2.8662 -0.08 0.09 0.03
C -4.2653 0.5337 -3.9264 0.04 -0.02 -0.08
C -3.0945 -0.1785 -3.6976 0.05 0.09 0.03
C -2.5851 -0.2822 -2.4155 -0.20 0.06 -0.02
H 0.4192 2.1026 -2.3463 0.09 -0.05 0.00
H -0.1401 3.1559 -4.5132 -0.02 0.00 0.07
H -2.0129 4.7649 -4.6561 0.00 -0.02 0.02
H -3.3563 5.2736 -2.6436 0.03 -0.04 0.01
H -2.8008 4.2135 -0.4862 0.00 0.05 -0.02
H -2.8502 2.3548 2.3015 0.01 0.05 0.01
H -3.7841 4.0775 3.7926 0.02 -0.02 -0.02
H -2.7812 6.3419 3.8499 0.01 -0.03 -0.01
H -0.8364 6.8615 2.4104 -0.01 0.01 0.00
H 0.0823 5.1355 0.9026 0.02 0.02 -0.01
H -2.1291 -0.3189 3.0085 0.02 0.00 0.01
H -3.4477 -0.0075 5.0689 0.00 0.00 -0.01
H -5.7976 0.7800 4.9282 0.01 -0.01 -0.03
H -6.8138 1.1896 2.7150 0.04 -0.02 -0.02
H -5.5316 0.8349 0.6815 -0.08 -0.05 -0.08
H -4.8616 1.6015 -0.7921 -0.01 0.09 0.05
H -5.7828 1.7522 -3.0361 0.03 -0.04 0.04
H -4.6775 0.6046 -4.9260 0.02 0.02 0.03
H -2.5716 -0.6485 -4.5228 -0.03 -0.01 0.03
H -1.6849 -0.8489 -2.2564 0.26 -0.17 0.13
C 3.7662 1.4563 -1.6848 -0.25 0.09 -0.13
As 2.8943 0.0460 -0.6807 -0.55 -0.68 0.04
C 3.6002 0.3028 1.1102 0.12 -0.02 -0.04
C 4.0163 -1.3935 -1.3958 -0.01 0.09 -0.01
C 3.8156 -2.8408 -0.9479 -0.01 -0.07 0.14
C 4.8965 -3.6755 -1.6486 0.02 0.00 0.02
C 2.4560 -3.3584 -1.4263 0.03 0.26 0.00
As 0.7653 -2.6569 -0.7060 -0.58 1.01 0.39
C -0.3585 -3.7145 -1.8769 -0.16 0.27 -0.14
C 0.6019 -3.5966 0.9839 0.08 0.07 0.01
C 3.9720 -2.9648 0.5789 -0.05 -0.01 -0.25
As 4.0348 -4.8073 1.3025 0.01 0.00 0.02
C 3.8645 -4.2488 3.1732 0.00 0.03 0.05
C 5.9853 -5.0309 1.3462 0.04 0.02 0.01
H 4.8237 1.4644 -1.4258 0.03 -0.06 0.02
H 3.3084 2.4090 -1.4388 0.01 0.03 0.00
H 3.6508 1.2668 -2.7503 0.01 -0.03 -0.03
H 4.6334 -0.0378 1.1700 0.01 -0.02 -0.05
H 2.9821 -0.2402 1.8189 -0.04 -0.02 0.03
H 3.5337 1.3593 1.3475 0.02 0.03 0.02
H 5.0403 -1.0803 -1.1771 0.08 -0.01 0.01
H 3.8910 -1.3391 -2.4807 0.01 0.03 -0.04
H 4.8554 -3.5345 -2.7317 -0.01 -0.01 0.04
H 4.7586 -4.7400 -1.4435 0.02 0.00 -0.02
H 5.8925 -3.3836 -1.3033 -0.03 -0.01 -0.02
H 2.3903 -4.4323 -1.2420 -0.06 -0.07 0.02
H 2.3795 -3.2096 -2.5063 0.02 -0.03 -0.04
H -0.1602 -4.7650 -1.6726 0.08 -0.04 0.02
H -0.1269 -3.4890 -2.9162 0.06 0.00 -0.02
H -1.3998 -3.4808 -1.6761 0.00 0.01 0.03
H 1.2442 -4.4753 0.9869 0.06 -0.04 -0.05
H -0.4360 -3.8833 1.1035 -0.09 0.00 0.00
H 0.8607 -2.9252 1.7983 0.01 0.03 0.03
H 3.1393 -2.4624 1.0746 -0.02 0.01 0.08
H 4.8894 -2.4655 0.9007 0.01 0.04 0.00
H 2.8504 -3.9057 3.3774 0.00 -0.01 -0.04
H 4.5666 -3.4447 3.3997 -0.01 -0.01 -0.01
H 4.0764 -5.0966 3.8235 0.00 -0.01 -0.01
H 6.3623 -5.3872 0.3893 -0.02 0.01 0.00
H 6.2281 -5.7727 2.1068 -0.01 -0.01 -0.01
H 6.4793 -4.0914 1.6011 -0.02 -0.03 0.01
```
Positions in Å, forces in eV/Å.

Lowest unoccupied orbital energy (alpha / beta)   -0.0383 / -0.0384 hartree
Energy above the lowest of the compared OMol25 structures with the same formula, charge and spin   67.4 kcal per mole
HOMO energy (alpha / beta)   -6.63 / -6.63 eV
Charge   0
Orbital gap (alpha / beta)   0.20541 / 0.20532 Ha

(2)
Entry from the OMol25 dataset: a cluster of 8 separate species, C18H39N3O21 in total (ωB97M-V/def2-TZVPD).

```
81
Properties=species:S:1:pos:R:3:forces:R:3
C 0.7699 1.0335 0.5425 1.44 -0.78 0.78
N 1.4965 -0.1796 -0.0015 -1.85 5.03 2.15
O 2.4486 -0.7615 0.5624 1.96 -1.27 1.13
O 0.9116 -0.5134 -1.0333 -1.63 -2.58 -4.05
H 0.5240 1.7372 -0.2528 0.25 -0.26 -0.16
H 1.3572 1.5365 1.3107 0.14 -0.01 -0.08
H -0.1563 0.7267 1.0285 -0.23 -0.32 0.04
C 5.6026 -2.1176 -0.9807 1.09 0.80 1.01
N 5.1936 -3.4496 -1.4284 -2.67 0.29 0.53
O 3.9643 -3.5821 -1.4733 1.38 -0.36 -0.30
O 6.0019 -4.2927 -1.7100 0.60 -0.37 -0.19
H 6.5813 -2.1528 -0.5023 0.30 -0.29 -0.68
H 4.9749 -1.7598 -0.1646 -0.79 -0.08 -0.60
H 5.5904 -1.4657 -1.8542 -0.02 0.00 0.24
C -0.8958 0.7835 -3.4369 0.38 -0.26 0.96
N -0.5172 2.2265 -3.4874 0.34 1.19 -0.16
O -1.0863 2.9578 -4.2977 0.15 -0.76 0.26
O 0.3056 2.6528 -2.6870 -0.70 -0.66 -0.55
H -0.9342 0.3018 -4.4139 -0.07 0.56 0.02
H -1.8480 0.7543 -2.9072 -0.15 0.05 -0.35
H -0.1806 0.3024 -2.7697 0.25 -0.05 -0.02
C 1.0958 -3.8269 1.0895 0.97 0.32 -0.99
O -0.0111 -4.6335 1.5126 -0.13 0.88 0.77
C -0.6576 -5.5560 0.8348 3.34 -0.84 -2.26
O -0.2298 -6.0845 -0.2097 -2.03 1.00 2.18
O -1.6864 -5.8790 1.5998 -1.73 -1.05 0.25
C -2.6821 -6.7648 1.0549 0.33 -0.21 -1.14
H 1.9919 -4.0223 1.6786 -0.39 -0.22 0.52
H 0.8618 -2.7651 1.1670 -0.28 -0.19 0.22
H 1.4566 -3.9741 0.0715 -0.67 -0.40 -0.21
H -2.2362 -7.5910 0.5012 0.37 0.16 -0.05
H -3.2824 -6.2012 0.3408 -0.13 0.00 0.09
H -3.3347 -7.2458 1.7836 0.38 0.70 0.59
C 2.1309 0.9590 4.1199 -0.63 0.46 0.02
O 1.1909 0.0646 3.5476 -0.56 -0.83 -0.26
C 0.0311 -0.1851 4.1852 0.46 -1.35 0.32
O -0.3068 0.1440 5.3100 0.37 0.29 -1.22
O -0.6322 -1.0468 3.3808 -0.44 -0.19 0.89
C -1.9411 -1.5762 3.8316 0.64 1.04 -0.94
H 2.9787 1.1480 3.4614 -0.45 -0.44 -0.55
H 2.5610 0.5404 5.0298 -0.45 0.37 0.36
H 1.5334 1.8689 4.1761 0.74 0.47 0.93
H -2.0697 -2.5862 3.4426 0.52 0.05 0.05
H -2.6239 -0.9302 3.2797 -0.49 -0.10 0.52
H -2.0852 -1.5462 4.9116 0.23 0.22 -0.17
C -3.2691 1.2826 0.7176 0.04 0.39 -1.66
O -3.9590 0.9924 1.8978 -2.96 -0.32 1.20
C -5.3424 0.9638 1.9820 -0.94 -0.42 3.28
O -5.9248 0.8687 3.1023 2.12 0.39 -4.33
O -5.9618 1.0091 0.7886 3.81 0.12 0.66
C -7.3095 1.0399 0.5719 -1.87 -0.32 0.49
H -3.5213 0.6455 -0.1301 0.10 -0.71 0.34
H -2.2091 1.2081 0.9605 -0.16 0.09 -0.15
H -3.5424 2.2519 0.3006 0.24 0.49 0.52
H -7.8642 1.5358 1.3684 0.17 0.56 -0.12
H -7.7212 0.0310 0.5987 0.06 -0.19 -0.44
H -7.3952 1.5059 -0.4098 -0.54 -0.06 0.20
C 3.0023 -0.8709 -3.0977 1.41 -1.49 -0.18
O 2.5483 0.2396 -3.8873 -0.17 0.19 -0.65
C 3.1376 0.5443 -5.0594 0.30 1.00 0.54
O 4.1502 0.0919 -5.5396 -0.73 -0.02 0.19
O 2.4447 1.6113 -5.5942 0.25 -0.40 1.01
C 2.9863 2.2761 -6.7312 0.41 -0.80 -0.65
H 3.8012 -1.4033 -3.6138 -0.03 0.07 -0.58
H 2.2477 -1.6212 -2.8611 -0.49 0.69 -0.28
H 3.4698 -0.6448 -2.1394 -0.62 1.05 0.00
H 4.0160 2.6278 -6.6683 0.12 -0.16 0.78
H 2.3833 3.1521 -6.9702 -0.34 -0.39 0.21
H 3.0093 1.5440 -7.5384 -0.23 0.26 -0.36
C -1.3512 3.2438 3.3790 -2.63 0.26 0.48
O -0.4245 3.3151 2.3525 1.22 1.11 -1.28
C -0.5656 4.3653 1.4905 1.72 -0.43 -1.15
O -1.4340 5.1904 1.4217 -0.09 -0.46 0.53
O 0.5318 4.3226 0.6568 -1.20 -0.31 0.66
C 0.6763 5.2820 -0.4076 0.24 0.71 0.65
H -1.5508 4.2124 3.8374 0.43 0.07 0.21
H -1.1805 2.4758 4.1333 0.87 0.09 -0.28
H -2.3132 2.9806 2.9392 -0.26 -0.14 0.00
H 0.1486 5.0857 -1.3409 -0.06 -0.69 0.26
H 1.7542 5.3167 -0.5663 -0.15 -0.16 -0.25
H 0.3754 6.2795 -0.0874 -0.14 -0.04 0.26
```
Positions in Å, forces in eV/Å.

Lowest unoccupied orbital energy (alpha / beta)   0.0811 / 0.0807 hartree
HOMO energy (alpha / beta)   -1.24 / -4.91 eV
Charge   -1
Orbital gap (alpha / beta)   0.12651 / 0.26106 Ha
Multiplicity   2

(3)
Entry from the OMol25 dataset: a structure of composition C27H45ClF5PTi (ωB97M-V/def2-TZVPD).

```
80
Properties=species:S:1:pos:R:3:forces:R:3
Ti -0.4778 -1.3838 3.1854 0.22 -1.57 1.92
P 0.6170 -0.2124 -0.2468 -0.95 0.79 0.97
Cl 1.6421 -1.2574 2.6712 0.71 -0.08 0.12
C -0.6950 3.1245 1.0320 2.05 1.44 0.96
H -0.2101 4.1016 0.8947 -1.08 0.52 1.60
H -0.0775 2.4376 1.5817 1.13 -1.23 -1.66
C 0.8010 -2.0842 -0.2824 0.63 0.87 -0.43
C 2.2680 0.6691 -0.0802 -0.16 -0.88 -0.20
C 1.2094 -2.5952 -1.6433 0.25 -0.64 -0.17
H 1.6083 -2.2420 0.4545 -0.14 -0.04 -0.51
C 1.6214 -4.0651 -1.5552 0.10 0.03 -0.10
H 0.3460 -2.5066 -2.3178 0.27 -0.01 -0.01
H 2.0295 -1.9947 -2.0571 -0.21 -0.28 0.06
C 0.5665 -4.9457 -0.8727 0.08 0.08 -0.19
H 1.8222 -4.4190 -2.5706 0.05 -0.22 0.11
H 2.5627 -4.1293 -0.9960 -0.04 0.00 -0.03
C 0.0609 -4.3481 0.4480 0.02 -0.10 -0.01
H -0.2793 -5.0683 -1.5627 0.01 0.00 0.13
H 0.9918 -5.9416 -0.7121 -0.14 0.06 0.04
C -0.3960 -2.8996 0.2205 0.23 0.04 0.09
H -0.7525 -4.9643 0.8483 0.02 0.12 -0.10
H 0.8597 -4.3830 1.2038 -0.08 0.14 -0.15
H -1.2009 -2.9099 -0.5375 0.11 0.22 0.39
H -0.7852 -2.4225 1.1428 -0.11 -0.56 -0.61
C -0.1510 0.4046 -1.8150 0.60 -0.23 -0.02
C 2.1482 2.1537 -0.4479 -0.10 0.10 -0.16
H 2.4633 0.5832 1.0053 0.05 0.15 -0.43
C 3.4603 2.9054 -0.2126 0.06 -0.16 0.14
H 1.8701 2.2587 -1.5065 0.10 0.00 0.22
H 1.3412 2.6277 0.1222 0.30 -0.22 -0.21
C 4.6609 2.2276 -0.8812 -0.02 -0.06 -0.15
H 3.3551 3.9273 -0.5922 0.05 -0.06 0.10
H 3.6404 2.9827 0.8683 -0.01 -0.04 -0.10
C 4.7369 0.7208 -0.6088 0.00 -0.12 0.16
H 4.6141 2.3946 -1.9664 -0.05 -0.03 0.10
H 5.5856 2.6994 -0.5315 -0.07 -0.01 -0.12
C 3.4099 -0.0131 -0.8365 0.32 0.25 -0.12
H 5.5026 0.2628 -1.2425 0.06 0.09 0.09
H 5.0479 0.5578 0.4312 -0.03 0.03 -0.06
H 3.1886 -0.0293 -1.9157 0.10 -0.02 0.32
H 3.5121 -1.0595 -0.5142 -0.02 0.21 -0.06
C -1.4761 -0.3174 -2.1045 0.04 0.01 -0.30
H -0.3988 1.4617 -1.5846 0.15 -0.33 -0.05
C -2.1714 0.3099 -3.3230 0.04 0.15 0.11
H -1.2939 -1.3845 -2.3088 -0.03 0.29 0.06
H -2.1415 -0.2717 -1.2285 0.15 0.00 -0.14
C -1.2601 0.4103 -4.5549 0.17 -0.21 0.05
H -3.0644 -0.2720 -3.5699 0.01 0.09 -0.02
H -2.5134 1.3184 -3.0484 0.05 -0.11 -0.02
C 0.1143 1.0163 -4.2433 -0.02 0.14 0.05
H -1.1171 -0.5944 -4.9810 -0.02 0.13 0.09
H -1.7493 1.0134 -5.3259 -0.02 -0.13 0.03
C 0.7872 0.3808 -3.0253 -0.32 -0.04 -0.57
H 0.7798 0.9187 -5.1071 -0.14 0.06 -0.03
H 0.0023 2.0935 -4.0517 -0.03 -0.10 -0.03
H 1.0638 -0.6567 -3.2618 -0.12 0.30 0.01
H 1.7218 0.9161 -2.8212 -0.34 -0.19 -0.06
C -1.7656 -0.5425 1.9539 0.24 1.30 1.02
C -1.9422 2.7657 0.7965 -2.35 -0.95 -1.60
H -1.1997 -0.0237 1.1530 -0.55 0.06 0.29
C -3.2216 3.2523 1.3851 0.67 0.98 -0.62
H -2.0870 2.0060 -0.0037 0.08 -1.42 1.74
C -3.5655 2.3838 2.6176 0.51 -0.21 0.48
H -3.0223 4.2678 1.7595 -0.57 0.02 -0.16
H -4.0318 3.1870 0.6470 -0.09 0.32 0.30
C -4.0167 0.9286 2.3875 -0.96 0.78 -0.32
H -2.7838 2.4067 3.3867 0.16 0.20 -0.49
H -4.4094 2.8886 3.1149 0.04 -0.22 -0.28
C -3.1985 -0.3901 2.1394 -1.45 -0.74 0.21
H -4.6337 0.7179 3.2790 0.17 -0.12 -0.54
H -4.6918 0.9966 1.5248 -0.21 -0.06 0.30
H -3.5514 -1.0348 2.9901 0.39 0.17 -1.05
H -3.6591 -0.7850 1.1867 0.45 -0.05 0.74
F 0.7179 0.2335 5.0888 -1.62 1.00 -0.21
C -0.5097 0.0287 4.5142 2.33 -1.67 -1.48
F -0.6617 -2.6465 4.5739 -0.50 0.54 -1.44
C -1.6123 0.3420 5.3863 -1.48 1.31 2.23
F -1.3506 0.0345 6.6785 -0.34 0.27 -0.69
F -1.7844 1.7025 5.2974 -0.27 -0.53 0.51
F -2.8210 -0.2266 5.0783 1.46 0.35 -0.05
```
Positions in Å, forces in eV/Å.

Lowest unoccupied orbital energy (alpha / beta)   -0.0698 / -0.0698 hartree
Energy above the lowest of the compared OMol25 structures with the same formula, charge and spin   80.8 kcal per mole
HOMO energy (alpha / beta)   -7.40 / -7.40 eV
Charge   0
Orbital gap (alpha / beta)   0.20201 / 0.20205 Ha

(4)
Entry from the OMol25 dataset: a structure of composition C22H34N2O7ReSi3 (ωB97M-V/def2-TZVPD).

```
69
Properties=species:S:1:pos:R:3:forces:R:3
Re 0.9951 0.4944 0.3705 -0.31 0.10 -0.08
C -1.8277 2.8399 1.0727 -0.07 -0.72 -0.04
Si -2.2392 0.9608 1.0324 -0.15 -0.32 0.13
C -2.1052 0.2889 2.8236 0.06 0.23 -0.72
C -4.0542 0.7440 0.5068 0.67 0.16 0.20
C -1.0954 0.0290 -0.2095 0.44 0.68 0.66
Si -1.3329 -1.9255 -0.1820 -0.15 -0.77 -0.39
C -1.6910 -2.7980 1.4811 0.29 0.75 -0.36
C 0.1316 -2.7724 -1.0837 -0.33 0.42 0.42
C -2.8423 -2.5501 -1.1826 0.44 0.58 0.20
Si -1.1995 0.7396 -1.9899 0.16 -0.19 -0.50
C -1.2544 2.6283 -2.2622 0.11 -0.61 0.47
C -2.4849 0.0655 -3.2361 0.44 0.15 0.53
C 0.5324 0.1876 -2.5939 -0.86 0.36 -0.17
C 0.8988 0.0618 -3.9247 0.06 -0.07 -0.03
C 2.2006 -0.2596 -4.2690 -0.02 -0.01 0.23
C 3.1096 -0.4728 -3.2442 -0.22 0.00 -0.01
C 2.6763 -0.3513 -1.9382 0.73 -0.28 -0.14
N 1.4240 -0.0191 -1.6133 0.36 -0.15 -0.14
H -2.6094 3.4190 0.5948 -0.20 0.09 -0.15
H -0.9057 3.0487 0.5434 0.19 0.12 -0.11
H -1.7418 3.2225 2.0872 0.01 -0.01 0.22
H -2.2735 1.0715 3.5581 -0.04 0.23 0.07
H -1.1357 -0.1573 3.0096 0.23 -0.16 0.08
H -2.8459 -0.4816 3.0075 -0.13 -0.18 -0.05
H -4.7139 1.2274 1.2194 -0.14 0.15 0.18
H -4.3207 -0.3054 0.4716 -0.03 -0.29 -0.01
H -4.2495 1.1733 -0.4680 -0.05 0.13 -0.32
H -1.0844 -2.4716 2.3130 0.13 0.03 0.17
H -1.4974 -3.8597 1.3538 0.07 -0.17 -0.19
H -2.7358 -2.6949 1.7540 -0.28 0.09 -0.02
H 1.0953 -2.4496 -0.7086 0.19 -0.04 0.04
H 0.1166 -2.5845 -2.1526 -0.09 0.08 -0.25
H 0.0791 -3.8471 -0.9448 -0.16 -0.24 0.08
H -3.7840 -2.1984 -0.7807 -0.28 0.13 0.13
H -2.8535 -3.6328 -1.1154 0.11 -0.28 0.16
H -2.8192 -2.3047 -2.2331 0.03 0.07 -0.29
H -2.1395 3.0729 -1.8228 -0.27 0.10 0.09
H -1.2738 2.8474 -3.3266 -0.02 -0.17 -0.20
H -0.3841 3.1220 -1.8467 0.13 0.10 0.10
H -3.4498 -0.0853 -2.7681 -0.25 -0.06 0.13
H -2.1789 -0.8760 -3.6779 0.07 -0.22 -0.01
H -2.6268 0.7759 -4.0452 0.07 0.22 -0.08
H 0.1517 0.2122 -4.6875 -0.10 0.08 -0.11
H 2.5006 -0.3423 -5.3024 0.01 -0.02 -0.10
H 4.1372 -0.7336 -3.4421 0.06 -0.02 0.03
H 3.3654 -0.5281 -1.1238 -0.06 0.10 0.07
N 0.9822 1.4276 2.3759 -0.22 -0.09 -0.24
C 2.1751 2.2961 2.4511 0.48 0.48 0.19
C 1.9909 3.5771 1.6498 0.02 -0.29 -0.51
C 1.8932 3.4350 0.1071 1.03 2.54 1.35
O 2.2655 4.3677 -0.5734 -0.32 -0.59 0.05
O 1.3606 2.3711 -0.3793 -0.61 -3.59 0.16
H 0.1528 1.9725 2.6134 0.05 -0.15 -0.01
H 1.0604 0.6850 3.0717 -0.09 0.03 -0.16
H 3.0311 1.7333 2.0632 -0.14 0.02 0.17
H 2.3897 2.5603 3.4970 -0.07 -0.10 -0.23
H 2.8342 4.2426 1.8400 -0.15 -0.02 -0.01
H 1.0770 4.0952 1.9597 0.04 0.05 0.04
O 3.8745 -4.6067 2.7652 -0.24 0.65 -0.13
C 3.4216 -3.5290 2.4709 0.27 -0.77 0.30
C 1.9664 -3.1029 2.6015 -0.64 0.13 0.24
O 1.1034 -3.6691 3.2417 0.15 0.03 -0.29
C 1.8758 -1.8673 1.8314 3.26 -0.85 -0.03
C 3.1714 -1.3501 1.5300 -1.70 -1.46 0.98
O 3.3026 -0.2202 0.9977 -1.08 1.54 -1.05
C 4.1881 -2.3704 1.8543 0.85 0.17 -0.27
O 5.3753 -2.3378 1.6136 -0.52 0.03 0.16
O 0.8440 -1.2406 1.3933 -1.24 2.07 -0.71
```
Positions in Å, forces in eV/Å.

Lowest unoccupied orbital energy (alpha / beta)   -0.0848 / -0.0709 hartree
Energy above the lowest of the compared OMol25 structures with the same formula, charge and spin   22.8 kcal per mole
HOMO energy (alpha / beta)   -7.96 / -8.14 eV
Charge   0
Orbital gap (alpha / beta)   0.20756 / 0.22821 Ha
Multiplicity   2

Number 1: energy -264104.7981 eV, strongest force on any atom 0.064 Eh/bohr, M 1025.70 g mol⁻¹. Number 2: energy -66756.0543 eV, strongest force on any atom 0.112 Eh/bohr, M 633.51 g mol⁻¹. Number 3: energy -87238.2595 eV, strongest force on any atom 0.063 Eh/bohr, M 578.94 g mol⁻¹. Number 4: energy -66443.6113 eV, strongest force on any atom 0.071 Eh/bohr, M 708.99 g mol⁻¹.